Record 1
108
Properties=species:S:1:pos:R:3 method="wB97M-V/def2-TZVPD" multiplicity=1 total_charge=+2 gap_ha="0.213 / 0.213" largest_force_ev_per_a=3.01
Tc -10.23 11.58 15.05
C -6.84 12.63 12.80
Sb -8.86 12.97 13.29
C -8.82 15.05 13.87
C -9.85 13.08 11.40
C -10.29 14.48 11.17
C -9.31 15.41 10.69
C -9.67 16.72 10.50
C -10.98 17.16 10.84
C -11.89 16.26 11.40
C -11.53 14.94 11.59
C -12.63 13.99 12.11
Sb -12.37 12.87 13.92
C -14.12 11.73 13.59
C -13.05 14.19 15.34
H -6.79 13.27 11.89
H -6.63 11.58 12.55
H -6.28 12.99 13.64
H -8.55 15.58 12.99
H -8.01 15.13 14.56
H -9.72 15.41 14.32
H -10.73 12.44 11.31
H -9.12 12.69 10.65
H -8.32 15.06 10.37
H -8.96 17.48 10.19
H -11.21 18.22 10.63
H -12.89 16.54 11.60
H -12.86 13.25 11.37
H -13.53 14.56 12.32
H -14.98 12.13 14.17
H -14.09 10.69 13.80
H -14.40 11.81 12.55
H -14.10 14.46 15.19
H -12.53 15.13 15.20
H -12.87 13.78 16.34
F -10.30 13.44 15.64
S -11.36 8.99 19.03
P -9.84 10.04 18.41
S -9.49 9.66 16.38
C -8.27 9.49 19.15
C -7.89 9.90 20.43
C -6.62 9.61 20.97
C -5.75 8.78 20.27
C -6.13 8.32 19.02
C -7.39 8.65 18.48
C -9.95 11.80 18.69
C -8.99 12.65 19.33
C -9.36 13.91 19.74
C -10.66 14.35 19.60
C -11.64 13.51 19.04
C -11.25 12.27 18.56
H -8.60 10.46 21.03
H -6.35 9.99 21.94
H -4.79 8.53 20.69
H -5.46 7.73 18.44
H -7.61 8.34 17.47
H -8.01 12.30 19.56
H -8.64 14.50 20.27
H -10.91 15.34 20.02
H -12.66 13.80 19.00
H -12.03 11.55 18.35
C -12.05 8.65 12.75
C -11.03 9.15 13.80
O -11.79 10.04 14.79
C -12.51 9.28 15.77
C -13.50 10.16 16.49
H -11.52 8.15 11.95
H -12.60 9.42 12.24
H -12.83 7.94 13.09
H -10.58 10.68 12.44
H -10.63 8.36 14.43
H -11.80 8.77 16.38
H -13.11 8.57 15.19
H -13.14 11.15 16.83
H -13.88 9.75 17.42
H -14.28 10.38 15.79
N 0.42 9.94 16.91
C -0.69 10.22 16.82
C -2.10 10.48 16.69
C -2.69 10.50 15.39
C -3.98 10.97 15.19
C -4.70 11.37 16.33
C -4.13 11.34 17.60
C -2.85 10.89 17.79
N -6.00 11.94 16.20
C -6.45 13.16 16.68
C -7.78 13.20 16.44
N -8.14 12.09 15.73
C -7.06 11.32 15.65
H -2.12 10.13 14.56
H -4.38 11.06 14.19
H -4.75 11.59 18.48
H -2.45 10.83 18.78
H -5.82 13.85 17.15
H -8.45 13.99 16.77
H -7.02 10.44 15.02
C -10.09 10.19 13.31
C -8.84 9.55 12.72
C -8.54 9.82 11.37
C -7.38 9.28 10.84
C -6.51 8.49 11.62
C -6.91 8.10 12.88
C -8.07 8.65 13.43
H -9.16 10.38 10.70
H -7.11 9.48 9.80
H -5.65 8.12 11.12
H -6.37 7.30 13.36
H -8.33 8.38 14.45


Record 2
104
Properties=species:S:1:pos:R:3 method="wB97M-V/def2-TZVPD" multiplicity=1 gap_ha=0.213 largest_force_ev_per_a=1.26
Ga -0.34 -0.98 -0.40
C 1.95 -2.89 2.57
C 2.98 -1.98 1.90
C 2.68 -0.50 2.12
C 3.22 -2.47 0.47
C 4.22 -3.43 0.35
C 4.50 -4.04 -0.86
C 3.77 -3.67 -1.97
C 2.79 -2.68 -1.93
C 2.19 -2.36 -3.31
C 0.69 -2.59 -3.46
C 2.61 -1.01 -3.88
C 2.50 -2.08 -0.68
N 1.55 -1.01 -0.51
C 1.99 0.28 -0.72
C 1.04 1.27 -0.76
N -0.27 0.90 -0.61
C -1.30 1.90 -0.64
C -2.00 2.24 -1.81
C -2.97 3.24 -1.72
C -3.23 3.91 -0.54
C -2.51 3.59 0.59
C -1.54 2.58 0.57
C -0.79 2.27 1.85
C -1.76 1.90 2.97
C 0.11 3.42 2.28
C -1.79 1.66 -3.21
C -0.35 1.53 -3.67
C -2.53 0.35 -3.42
C 1.69 2.55 -1.09
C 1.30 3.84 -1.29
C 2.29 4.82 -1.57
C 3.63 4.52 -1.64
C 4.06 3.17 -1.44
C 5.39 2.69 -1.50
C 5.64 1.36 -1.31
C 4.61 0.41 -1.04
C 3.31 0.86 -0.98
C 3.07 2.24 -1.18
H 1.80 -2.60 3.61
H 2.27 -3.93 2.54
H 0.98 -2.84 2.07
H 3.93 -2.17 2.41
H 1.67 -0.22 1.83
H 3.37 0.14 1.58
H 2.79 -0.29 3.19
H 4.78 -3.71 1.23
H 5.27 -4.79 -0.93
H 3.99 -4.14 -2.93
H 2.66 -3.09 -3.96
H 0.10 -1.75 -3.08
H 0.37 -3.50 -2.94
H 0.44 -2.71 -4.51
H 2.14 -0.17 -3.37
H 2.33 -0.96 -4.94
H 3.69 -0.87 -3.81
H -3.52 3.51 -2.62
H -3.98 4.69 -0.51
H -2.69 4.12 1.52
H -0.17 1.40 1.66
H -2.35 2.78 3.29
H -1.22 1.54 3.85
H -2.46 1.12 2.66
H -0.47 4.32 2.50
H 0.84 3.67 1.50
H 0.66 3.15 3.18
H -2.26 2.40 -3.87
H 0.14 0.70 -3.18
H 0.24 2.43 -3.48
H -0.33 1.34 -4.75
H -2.08 -0.46 -2.84
H -2.49 0.06 -4.48
H -3.58 0.44 -3.14
H 0.26 4.14 -1.23
H 1.98 5.85 -1.72
H 4.35 5.29 -1.85
H 6.21 3.37 -1.71
H 6.66 1.00 -1.35
H 4.86 -0.63 -0.91
C -4.87 -3.23 4.14
Si -3.93 -1.65 3.83
C -4.94 -0.19 4.42
C -2.32 -1.72 4.75
C -3.76 -1.48 1.95
C -4.96 -1.53 1.24
C -5.01 -1.49 -0.15
C -3.81 -1.36 -0.82
N -2.64 -1.26 -0.18
C -2.61 -1.35 1.16
S -0.97 -1.34 1.78
H -5.05 -3.36 5.21
H -4.30 -4.09 3.79
H -5.84 -3.24 3.63
H -5.04 -0.21 5.51
H -5.94 -0.20 3.99
H -4.47 0.75 4.14
H -2.56 -1.94 5.80
H -1.77 -0.78 4.71
H -1.66 -2.51 4.38
H -5.90 -1.63 1.78
H -5.94 -1.55 -0.69
H -3.77 -1.33 -1.90
O -1.16 -4.24 -0.89
C -0.37 -3.50 -0.64